Formula: C50H47N4P2Rb
Source: the OMol25 dataset
Level of theory: the ωB97M-V functional and the def2-TZVPD basis

Structure (XYZ):
```
104
Properties=species:S:1:pos:R:3:forces:R:3
Rb -0.155 0.256 0.034 0.0 0.1 -0.2
C 0.547 -1.140 -3.494 -0.1 0.0 0.1
C -0.897 -1.234 -3.995 0.0 0.0 0.1
C -1.997 -1.455 -2.980 0.1 0.0 0.1
C -3.004 -2.380 -3.238 0.0 0.0 0.0
C -4.046 -2.522 -2.335 0.0 0.0 0.0
C -4.048 -1.752 -1.184 0.0 -0.1 0.0
C -2.995 -0.875 -0.988 0.1 0.1 -0.1
N -1.997 -0.718 -1.866 -0.2 -0.1 -0.2
N 0.963 0.072 -2.764 0.2 0.1 -0.1
C 2.409 -0.062 -2.517 0.0 0.1 0.1
C 3.002 0.834 -1.445 0.0 -0.2 -0.1
C 3.956 1.791 -1.770 0.0 0.0 0.0
C 4.470 2.595 -0.768 0.0 0.1 0.0
C 4.026 2.414 0.531 0.0 0.0 0.0
C 3.114 1.397 0.773 0.0 -0.1 -0.1
N 2.620 0.610 -0.184 0.4 0.1 -0.1
C 0.623 1.246 -3.561 0.0 0.0 0.1
C 1.084 2.595 -3.053 0.1 -0.1 0.0
C 1.503 3.556 -3.969 0.0 -0.1 0.0
C 1.863 4.811 -3.514 0.0 0.1 0.0
C 1.797 5.074 -2.156 0.0 0.0 0.0
C 1.367 4.059 -1.316 0.1 -0.1 0.0
N 1.023 2.845 -1.745 -0.3 0.1 -0.1
H 0.747 -1.990 -2.844 0.0 0.0 0.0
H 1.192 -1.257 -4.382 0.0 0.0 0.0
H -1.154 -0.360 -4.600 0.0 0.0 0.0
H -0.914 -2.076 -4.689 0.0 0.0 0.0
H -2.969 -2.980 -4.140 0.0 0.0 0.0
H -4.839 -3.235 -2.524 0.0 0.0 0.0
H -4.827 -1.838 -0.438 0.0 0.0 0.0
H -2.934 -0.290 -0.071 0.0 -0.1 0.0
H 2.578 -1.086 -2.183 0.0 -0.1 0.0
H 2.979 0.072 -3.452 0.0 0.0 0.0
H 4.259 1.923 -2.801 0.0 0.0 0.0
H 5.200 3.362 -0.999 0.0 0.0 0.0
H 4.391 3.025 1.345 0.0 0.0 0.0
H 2.773 1.194 1.784 -0.1 0.0 0.0
H 0.994 1.130 -4.592 0.0 0.0 -0.1
H -0.467 1.302 -3.618 0.0 0.0 0.0
H 1.550 3.314 -5.024 0.0 0.0 0.0
H 2.192 5.574 -4.209 0.0 0.0 0.0
H 2.068 6.040 -1.751 0.0 0.0 0.0
H 1.302 4.222 -0.244 0.0 0.0 -0.1
C -3.505 4.168 -0.230 0.0 0.0 0.0
C -3.988 3.864 1.041 0.0 0.0 0.1
C -3.185 3.200 1.958 -0.1 -0.1 -0.1
C -1.881 2.835 1.619 0.0 0.0 0.0
C -1.417 3.131 0.342 -0.1 0.2 0.1
C -2.217 3.798 -0.583 0.0 -0.1 0.0
P -0.754 1.918 2.757 -0.2 0.2 0.3
C -0.635 3.075 4.186 0.0 -0.1 0.1
C -1.080 4.393 4.207 0.0 0.1 0.0
C -0.881 5.197 5.327 0.0 0.0 0.0
C -0.243 4.691 6.449 0.0 0.0 0.0
C 0.206 3.374 6.445 0.0 0.0 -0.1
C 0.017 2.581 5.323 0.0 0.1 0.0
C -1.872 0.575 3.292 0.1 -0.1 0.0
C -2.652 0.592 4.451 0.0 0.0 0.0
C -3.495 -0.481 4.714 0.0 0.0 0.0
C -3.544 -1.539 3.812 0.1 0.1 0.0
C -2.759 -1.515 2.659 0.0 0.1 0.1
C -1.869 -0.468 2.337 -0.3 -0.2 0.2
H -4.140 4.681 -0.942 0.0 0.0 0.0
H -5.001 4.140 1.314 0.0 0.0 0.0
H -3.575 2.942 2.937 0.0 0.0 0.0
H -0.417 2.823 0.068 -0.1 0.3 0.0
H -1.834 4.012 -1.575 0.0 0.0 0.0
H -1.591 4.804 3.344 0.0 0.0 0.0
H -1.234 6.221 5.323 0.0 0.0 0.0
H -0.098 5.315 7.323 0.0 0.0 0.0
H 0.705 2.968 7.317 0.0 0.0 0.0
H 0.368 1.554 5.324 0.0 0.0 0.0
H -2.608 1.425 5.148 0.0 0.0 0.0
H -4.107 -0.493 5.610 0.0 0.0 0.0
H -4.196 -2.384 4.017 0.0 0.0 0.0
H -2.840 -2.375 1.987 0.0 0.0 0.0
C 1.372 -2.574 1.581 0.0 0.1 0.0
P 0.884 -2.790 -0.178 0.1 -0.5 0.1
C 2.442 -3.405 -0.926 0.0 0.0 0.0
C 2.395 -4.242 -2.044 0.0 0.0 0.0
C 3.556 -4.606 -2.711 0.0 0.0 0.0
C 4.789 -4.131 -2.277 0.0 0.0 0.0
C 4.850 -3.298 -1.170 -0.1 0.0 0.0
C 3.686 -2.940 -0.498 0.0 0.0 0.0
C -0.099 -4.332 -0.048 0.0 0.0 0.0
C 0.453 -5.573 0.276 0.0 0.0 0.0
C -0.359 -6.689 0.413 0.0 0.0 0.0
C -1.735 -6.578 0.232 0.0 0.0 0.0
C -2.293 -5.350 -0.090 0.0 0.0 0.0
C -1.475 -4.234 -0.234 0.0 0.0 0.0
H 1.993 -1.681 1.689 0.0 0.0 0.0
H 1.905 -3.443 1.965 0.0 0.0 0.0
H 0.455 -2.412 2.152 0.0 0.0 0.0
H 1.438 -4.626 -2.385 0.0 0.0 0.0
H 3.501 -5.264 -3.570 0.0 0.0 0.0
H 5.696 -4.415 -2.797 0.0 0.0 0.0
H 5.807 -2.928 -0.821 0.0 0.0 0.0
H 3.750 -2.283 0.361 0.0 0.0 0.0
H 1.525 -5.667 0.414 0.0 0.0 0.0
H 0.079 -7.647 0.665 0.0 0.0 0.0
H -2.368 -7.450 0.343 0.0 0.0 0.0
H -3.364 -5.255 -0.226 0.0 0.0 0.0
H -1.910 -3.272 -0.479 0.0 0.0 0.0
```
Positions in Å, forces in eV/Å.

Results
maximum force	0.011	hartree/bohr
energy relative to the best compared isomer or geometry (same formula, charge and spin)	8.20	kcal per mole
LUMO energy	0.1	eV
energy	-2859.30238	a.u.
orbital gap	6.18	eV
highest occupied orbital energy	-6.05	eV

---

Formula: C5H9NO
Source: the OMol25 dataset
Level of theory: the ωB97M-V functional and the def2-TZVPD basis

Structure (XYZ):
```
16
Properties=species:S:1:pos:R:3:forces:R:3
C -0.267 -1.685 -0.830 -0.1 0.1 0.5
C 0.457 -0.594 -0.015 -0.3 0.7 1.0
C 0.201 0.830 -0.410 0.3 0.5 0.0
O -1.108 1.015 -0.921 -0.1 0.0 -0.3
C 0.287 1.695 0.865 0.0 0.0 -0.1
C -0.202 0.874 2.053 0.0 -0.8 -0.1
N -0.118 -0.342 1.674 1.4 -0.2 -4.4
H -0.008 -1.682 -1.907 0.1 0.3 0.5
H -0.019 -2.696 -0.483 0.0 0.2 0.1
H -1.352 -1.561 -0.764 0.1 0.0 0.0
H 1.532 -0.824 0.059 -0.4 0.2 0.2
H -0.226 -1.315 1.726 -0.9 -0.8 2.5
H 0.958 1.193 -1.114 -0.1 0.0 -0.2
H -1.190 0.500 -1.732 -0.1 0.1 0.1
H -0.275 2.624 0.715 0.1 -0.2 0.2
H 1.330 1.968 1.084 -0.2 0.0 0.0
```
Positions in Å, forces in eV/Å.

Results
maximum force	0.090	hartree/bohr
energy relative to the best compared isomer or geometry (same formula, charge and spin)	94.09	kcal per mole
LUMO energy	0.7	eV
energy	-325.78761	a.u.
orbital gap	8.56	eV
highest occupied orbital energy	-7.88	eV

---

Formula: C33H33ClIN3OOsSSb
Source: the OMol25 dataset
Level of theory: the ωB97M-V functional and the def2-TZVPD basis

Structure (XYZ):
```
75
Properties=species:S:1:pos:R:3:forces:R:3
Os -0.144 -0.383 1.380 -1.0 -0.6 0.5
Cl -0.373 6.251 3.430 0.0 -0.5 -0.3
C -0.543 4.783 2.586 -0.2 0.4 0.1
C -1.355 4.729 1.462 -0.1 -0.1 -0.2
C -1.560 3.541 0.773 -0.7 0.3 -0.9
I -2.823 3.433 -0.892 0.5 0.2 0.6
C -0.911 2.351 1.172 0.1 0.3 0.3
O -1.071 1.234 0.576 0.0 0.2 -0.1
C -0.037 2.410 2.311 0.2 0.5 0.5
N 0.585 1.239 2.633 -0.2 0.3 -0.5
C 1.384 1.231 3.693 0.3 -0.3 0.3
C 1.587 2.355 4.495 -0.1 0.1 -0.2
C 0.962 3.542 4.179 0.0 -0.1 -0.1
C 0.136 3.605 3.044 0.2 -1.0 -0.1
H -1.850 5.627 1.121 0.0 0.1 0.0
H 1.879 0.294 3.920 0.0 0.0 0.0
H 2.235 2.290 5.355 0.1 -0.1 0.0
H 1.101 4.419 4.792 0.1 0.1 0.1
C -5.532 -2.896 1.682 -0.6 -0.3 0.3
N -4.274 -2.497 1.081 0.5 0.3 -0.4
C -3.088 -2.289 1.613 0.4 -0.3 0.7
S -1.939 -1.573 0.497 0.5 1.1 -0.6
N -2.693 -2.576 2.843 0.1 0.4 -0.2
C -3.365 -3.308 3.904 -0.3 -0.1 0.4
H -6.327 -2.358 1.167 0.0 0.0 0.1
H -5.572 -2.640 2.736 0.0 0.0 -0.1
H -5.704 -3.967 1.551 0.0 0.1 0.1
H -4.342 -2.271 0.093 0.1 0.0 0.2
H -1.763 -2.250 3.086 -0.3 -0.2 -0.3
H -4.053 -4.045 3.502 0.1 0.0 0.0
H -3.895 -2.630 4.577 0.0 -0.1 -0.1
H -2.604 -3.829 4.481 0.0 0.0 0.0
C 3.229 -5.053 -0.212 -0.1 -0.1 -0.4
C 3.743 -4.393 1.016 0.1 0.0 0.2
C 4.851 -4.939 1.676 -0.3 0.3 -0.3
C 5.411 -4.316 2.771 0.0 0.2 0.2
C 4.874 -3.127 3.244 -0.2 0.1 0.0
C 3.764 -2.573 2.617 0.2 0.1 0.5
C 3.205 -3.209 1.526 -0.5 0.4 -0.1
Sb 1.499 -2.295 0.533 1.1 -1.9 -0.8
C 0.059 -3.893 0.260 0.1 0.5 0.1
C -0.572 -4.097 -0.963 0.3 0.0 0.0
C -1.626 -4.990 -1.060 0.0 0.0 -0.1
C -2.080 -5.646 0.072 0.0 0.1 0.0
C -1.481 -5.404 1.299 0.0 0.0 -0.1
C -0.403 -4.535 1.413 0.2 0.1 -0.1
C 0.238 -4.274 2.744 0.0 -0.2 -0.1
C 2.477 -1.840 -1.338 -0.4 0.3 0.3
C 2.348 -2.680 -2.434 -0.2 0.0 -0.2
C 3.032 -2.393 -3.609 -0.1 0.0 0.2
C 3.849 -1.276 -3.672 -0.1 -0.1 -0.1
C 3.990 -0.451 -2.571 0.0 -0.2 0.3
C 3.310 -0.719 -1.382 -0.1 0.0 -0.2
C 3.516 0.148 -0.181 0.1 0.0 0.1
H 3.530 -6.096 -0.250 -0.1 -0.1 0.0
H 3.641 -4.560 -1.096 0.0 -0.1 0.0
H 2.139 -4.997 -0.271 0.1 -0.2 -0.1
H 5.284 -5.848 1.288 0.0 -0.1 0.0
H 6.268 -4.756 3.260 0.1 0.0 0.0
H 5.305 -2.640 4.105 0.1 0.1 0.1
H 3.340 -1.648 2.996 0.0 0.0 0.0
H -0.263 -3.554 -1.845 0.0 0.0 -0.1
H -2.098 -5.156 -2.016 0.0 -0.1 -0.1
H -2.906 -6.338 -0.001 -0.1 -0.1 0.0
H -1.855 -5.898 2.183 0.0 -0.1 0.1
H -0.278 -4.804 3.540 0.0 0.1 0.1
H 0.247 -3.194 2.971 0.1 -0.1 0.1
H 1.275 -4.615 2.738 0.0 0.1 0.1
H 1.716 -3.554 -2.398 0.0 -0.1 0.0
H 2.909 -3.038 -4.466 0.0 -0.1 0.0
H 4.373 -1.049 -4.587 0.1 0.0 -0.1
H 4.665 0.391 -2.612 0.0 0.1 0.0
H 4.026 1.068 -0.454 -0.1 0.1 0.1
H 4.141 -0.371 0.552 0.0 0.1 0.1
H 2.553 0.404 0.288 0.1 0.1 0.0
```
Positions in Å, forces in eV/Å.

Results
maximum force	0.046	hartree/bohr
LUMO energy (alpha / beta)	-9.8 / -11.5	eV
energy	-3002.77548	a.u.
orbital gap (alpha / beta)	5.94 / 4.26	eV
⟨S²⟩	6.04
2S+1	5
highest occupied orbital energy (alpha / beta)	-15.78 / -15.77	eV
charge	+3

---

Formula: C25H43NO18
Source: the OMol25 dataset
Level of theory: the ωB97M-V functional and the def2-TZVPD basis

Structure (XYZ):
```
87
Properties=species:S:1:pos:R:3:forces:R:3
C -0.531 -5.473 1.166 0.7 -2.0 0.9
C 0.914 -5.958 1.217 1.5 1.8 -1.1
C 1.975 -4.908 0.755 -0.2 0.2 -1.1
O 2.865 -4.731 1.866 0.8 1.2 -1.8
C 2.493 -5.493 2.850 -0.1 0.9 2.7
O 2.961 -5.512 3.958 0.5 -0.2 -0.7
O 1.371 -6.076 2.561 -2.9 -2.8 0.2
H -0.649 -4.701 1.846 0.1 2.0 1.1
H -1.071 -6.254 1.682 -0.7 -0.5 -0.4
H -0.986 -5.206 0.233 0.2 -0.2 -0.7
H 1.079 -6.881 0.647 -0.2 0.0 0.5
H 1.519 -3.960 0.405 0.3 -0.3 0.7
H 2.610 -5.252 -0.048 -0.1 -0.2 -0.4
C -1.252 5.267 -6.805 1.2 1.2 -2.1
C -0.331 4.876 -5.668 -1.6 1.0 -0.2
C -0.902 5.208 -4.248 -0.1 1.3 -1.8
O -1.077 3.970 -3.643 -0.6 -0.9 -0.1
C -0.853 3.020 -4.584 0.2 -2.8 0.9
O -1.032 1.842 -4.478 -0.5 0.4 1.0
O -0.277 3.470 -5.662 1.2 1.1 -0.9
H -1.190 4.604 -7.700 0.1 0.1 0.9
H -0.960 6.257 -7.224 0.0 -0.4 0.4
H -2.265 5.419 -6.570 -1.4 -0.3 0.7
H 0.592 5.393 -5.834 1.0 -0.5 0.1
H -1.830 5.775 -4.417 -0.1 -0.5 0.5
H -0.252 5.827 -3.676 0.6 0.3 0.6
C 1.796 0.637 0.863 0.3 -0.8 -0.3
C 1.959 1.626 -0.281 -1.1 -2.8 -0.8
C 0.614 2.103 -0.904 1.5 -0.3 0.8
O 0.631 3.426 -0.357 -3.5 0.1 -1.6
C 1.676 3.703 0.332 1.8 5.7 3.9
O 1.820 4.793 0.988 -0.5 -4.6 -2.8
O 2.569 2.734 0.282 1.0 1.0 0.0
H 1.049 -0.154 0.715 0.0 0.4 -0.2
H 1.619 1.138 1.806 -0.5 0.3 0.1
H 2.743 0.130 1.002 0.3 -0.2 0.0
H 2.560 1.226 -1.102 0.3 0.0 0.4
H -0.242 1.486 -0.638 -0.1 0.4 0.8
H 0.583 2.061 -1.981 0.3 0.7 -0.5
C -1.579 -2.090 -0.251 2.3 0.0 -0.1
O -2.053 -0.802 0.158 -0.8 1.6 0.1
C -2.368 0.112 -0.772 0.8 -0.8 -7.8
O -2.158 -0.134 -2.159 -1.2 1.5 8.4
O -2.883 1.283 -0.317 0.8 -2.3 0.4
C -3.145 2.352 -1.266 1.5 0.8 0.0
H -0.451 -2.147 -0.249 -0.9 0.7 0.0
H -1.866 -2.284 -1.250 -0.6 -0.3 -0.9
H -1.809 -2.884 0.445 -0.9 0.3 0.3
H -3.511 3.254 -0.720 0.1 -1.1 0.1
H -3.888 2.038 -1.992 0.3 -0.1 -0.2
H -2.143 2.659 -1.685 -1.3 -0.5 -0.1
C 4.635 -3.141 -0.260 1.8 -2.4 -0.6
O 3.514 -2.326 -0.452 -2.1 1.3 -1.6
C 2.714 -2.504 -1.521 1.4 -7.6 -4.1
O 2.807 -3.681 -2.331 -0.4 7.0 4.8
O 1.800 -1.599 -1.745 1.1 0.4 0.9
C 0.966 -1.830 -2.889 0.1 -3.2 -0.3
H 4.662 -3.498 0.754 -0.7 -0.3 0.5
H 5.573 -2.604 -0.307 -0.1 0.8 -0.6
H 4.742 -4.039 -0.954 -0.7 1.4 0.7
H 1.514 -1.797 -3.835 0.0 0.2 0.4
H 0.124 -1.229 -2.839 -1.1 1.9 0.2
H 0.532 -2.858 -2.772 0.7 0.7 -0.3
C -2.349 -1.999 3.243 0.0 3.1 1.7
O -1.060 -2.534 2.938 0.0 -0.6 -1.1
C 0.049 -1.844 3.031 1.5 6.9 2.8
O 0.197 -0.573 3.500 -1.5 -6.7 -2.6
O 1.103 -2.556 2.663 -1.2 0.7 -0.2
C 2.400 -1.952 2.794 1.4 -3.6 1.1
H -3.175 -2.049 2.527 1.0 -0.2 -0.8
H -2.229 -0.912 3.597 -0.2 -1.6 -0.8
H -2.709 -2.517 4.096 -0.1 -0.7 0.9
H 2.925 -2.039 1.876 0.1 -0.3 -1.0
H 2.920 -2.657 3.510 -0.4 1.0 -0.6
H 2.527 -0.976 3.097 -0.9 2.1 1.0
C -2.619 4.373 3.783 -0.3 0.7 -3.0
C -1.909 3.306 2.870 1.3 2.2 1.6
C -1.944 2.058 3.684 -0.4 -1.7 -1.1
C -3.310 1.635 4.014 -0.6 -0.3 0.6
N -4.369 1.305 4.336 0.7 0.2 -0.4
H -2.446 5.386 3.371 -0.3 -0.4 0.2
H -2.311 4.390 4.783 0.8 -0.3 1.5
H -3.698 4.170 3.780 0.2 0.1 0.0
H -0.795 3.538 2.757 -1.5 0.0 -0.1
H -2.357 3.294 1.883 -0.1 -0.4 0.0
H -1.396 2.216 4.600 0.2 -0.1 0.3
H -1.486 1.230 3.125 0.1 0.0 0.4
```
Positions in Å, forces in eV/Å.

Results
maximum force	0.171	hartree/bohr
energy relative to the best compared isomer or geometry (same formula, charge and spin)	112.63	kcal per mole
LUMO energy	0.3	eV
energy	-2387.30820	a.u.
orbital gap	10.81	eV
SMILES	C[C@H]1COC(=O)O1.C[C@H]1COC(=O)O1.C[C@H]1COC(=O)O1.COC(=O)OC.COC(=O)OC.COC(=O)OC.CCCC#N
highest occupied orbital energy	-10.48	eV

---

Formula: C12H16BNO
Source: the OMol25 dataset
Level of theory: the ωB97M-V functional and the def2-TZVPD basis

Structure (XYZ):
```
31
Properties=species:S:1:pos:R:3:forces:R:3
B -1.401 1.552 -0.564 -2.4 2.1 0.0
C 0.324 -3.703 -0.973 -0.3 -0.9 -1.0
C -0.762 -2.924 -0.699 -0.3 -0.2 1.2
C 1.584 -3.176 -1.049 2.2 -1.1 -0.8
C -0.514 -1.703 -0.181 0.2 1.5 -0.1
C 1.830 -1.842 -0.754 -4.3 -1.5 1.1
C 0.760 -1.120 -0.214 -0.7 0.2 -1.4
C 0.634 0.947 2.463 -1.6 0.5 -0.9
C 1.407 0.378 1.572 2.8 -1.1 2.0
C -0.683 1.359 1.852 -0.6 1.4 3.2
C 0.967 0.305 0.169 -1.9 2.2 1.8
C -2.833 2.373 -0.219 4.7 2.1 -3.0
C 1.870 1.250 -0.603 -1.9 -0.6 -3.4
N -0.583 1.208 0.453 3.9 -2.7 0.9
O -0.902 1.401 -1.822 -1.4 -0.7 -2.5
H 0.166 -4.720 -1.214 0.0 -1.0 -0.4
H -1.813 -3.160 -0.637 0.1 -1.0 -0.4
H 2.393 -3.886 -1.431 -1.0 1.3 0.7
H -1.431 -1.255 0.141 0.2 1.2 0.4
H 2.697 -1.356 -0.796 3.7 1.4 -0.5
H 0.729 1.194 3.496 0.7 -0.3 0.6
H 2.439 -0.038 1.868 -1.6 0.6 -0.7
H -1.461 0.801 2.465 0.3 -0.1 -1.3
H -0.903 2.411 2.308 0.4 -1.0 -1.5
H -2.849 3.258 -1.017 -0.4 -1.8 1.7
H -2.704 2.762 0.755 -0.4 0.5 1.0
H -3.580 1.703 -0.331 -2.9 -1.7 -0.2
H 2.316 1.958 -0.017 0.7 1.9 2.0
H 1.182 1.773 -1.318 1.0 -0.4 0.4
H 2.728 0.893 -1.177 -0.4 -0.9 -0.1
H -1.607 1.358 -2.526 1.3 0.3 1.2
```
Positions in Å, forces in eV/Å.

Results
maximum force	0.116	hartree/bohr
energy relative to the best compared isomer or geometry (same formula, charge and spin)	29.90	kcal per mole
LUMO energy	0.6	eV
energy	-621.67777	a.u.
orbital gap	9.43	eV
SMILES	CB(O)N1CC=C[C@@]1(C)c1ccccc1
highest occupied orbital energy	-8.80	eV